1.
The following is a quantum chemistry calculation of 2 unconnected molecules or ions with the total composition C3H7NO, from the Open Molecules 2025 dataset.

Geometry as XYZ:
```
12
C3H7NO ωB97M-V/def2-TZVPD
C -1.792 1.239 0.103
C -1.912 1.689 -1.167
H -0.747 1.065 0.486
H -2.632 0.844 0.673
H -1.075 2.233 -1.662
H -2.856 1.487 -1.729
C 1.784 -2.005 0.915
N 1.960 -0.810 0.214
O 2.625 -2.509 1.710
H 0.721 -2.446 0.862
H 2.808 -0.460 -0.253
H 1.117 -0.327 -0.151
```

net charge	0
energy above the lowest of the compared OMol25 structures with the same formula, charge and spin	211.51	kJ/mol
structure (SMILES)	NC=O.C=C
E_LUMO	0.780	eV
HOMO-LUMO gap	0.4010	Ha
E_HOMO	-10.13	eV



2.
The following is a quantum chemistry calculation of 2 unconnected molecules or ions with the total composition C3H7NO, from the Open Molecules 2025 dataset.

Geometry as XYZ:
```
12
C3H7NO ωB97M-V/def2-TZVPD
C 2.084 -0.445 -0.725
C -1.362 0.506 -0.297
C -1.797 -0.115 0.999
N 2.081 0.435 0.215
O -2.604 0.198 1.822
H 2.519 -1.441 -0.571
H 1.733 -0.380 -1.754
H -0.362 0.197 -0.471
H -1.485 1.654 -0.317
H -2.136 0.255 -1.071
H -1.063 -0.927 1.154
H 2.392 0.062 1.017
```

2S+1	3
net charge	0
energy above the lowest of the compared OMol25 structures with the same formula, charge and spin	143.59	kJ/mol
E_LUMO (spin up / spin down)	0.953 / -3.004	eV
HOMO-LUMO gap (spin up / spin down)	0.2706 / 0.2473	Ha
<S²>	2.006
E_HOMO (spin up / spin down)	-6.41 / -9.73	eV



3.
The following is a quantum chemistry calculation of C3H7NO2 in the gas phase, from the Open Molecules 2025 dataset.

Geometry as XYZ:
```
13
C3H7NO2 ωB97M-V/def2-TZVPD
O 1.837 -0.167 -0.846
C 1.447 0.204 0.241
C 0.353 1.282 0.297
O -0.905 0.798 0.684
C -0.951 -0.564 0.354
N -1.166 -0.765 -1.045
H -0.268 -0.852 -1.513
H 0.088 -0.938 0.633
H 2.018 -0.091 1.143
H 0.614 2.060 1.009
H 0.379 1.675 -0.727
H -1.758 -1.027 0.945
H -1.688 -1.615 -1.175
```

net charge	0
energy above the lowest of the compared OMol25 structures with the same formula, charge and spin	251.07	kJ/mol
structure (SMILES)	NCOCC=O
E_LUMO	0.697	eV
HOMO-LUMO gap	0.3889	Ha
E_HOMO	-9.89	eV



4.
The following is a quantum chemistry calculation of C3H7NO2 in the gas phase, from the Open Molecules 2025 dataset.

Geometry as XYZ:
```
13
C3H7NO2 ωB97M-V/def2-TZVPD
C -1.331 0.369 0.234
C -0.932 -0.438 -1.012
O 0.471 -0.353 -1.350
C 1.382 -0.568 -0.347
O 1.908 -1.626 -0.101
N 1.648 0.597 0.315
H -1.856 1.301 -0.001
H -0.430 0.627 0.789
H -1.953 -0.221 0.911
H -1.205 -1.491 -0.903
H -1.426 -0.073 -1.912
H 2.305 0.582 1.070
H 1.406 1.480 -0.100
```

net charge	0
energy above the lowest of the compared OMol25 structures with the same formula, charge and spin	85.05	kJ/mol
structure (SMILES)	CCOC(N)=O
E_LUMO	0.850	eV
HOMO-LUMO gap	0.4108	Ha
E_HOMO	-10.33	eV



5.
The following is a quantum chemistry calculation of 2 unconnected molecules or ions with the total composition C3H7NO2, from the Open Molecules 2025 dataset.

Geometry as XYZ:
```
13
C3H7NO2 ωB97M-V/def2-TZVPD
C -1.522 -2.126 0.696
C -1.148 -1.125 -0.092
O -1.606 0.163 0.154
H -1.245 -3.095 0.338
H -2.135 -1.805 1.534
H -0.399 -1.325 -0.861
H -1.348 0.425 1.044
C 2.159 1.752 -0.347
N 0.955 1.178 -0.548
O 3.080 1.238 0.247
H 2.253 2.761 -0.781
H 0.686 0.235 -0.345
H 0.270 1.724 -1.039
```

net charge	0
energy above the lowest of the compared OMol25 structures with the same formula, charge and spin	207.00	kJ/mol
structure (SMILES)	C=CO.NC=O
E_LUMO	0.688	eV
HOMO-LUMO gap	0.3910	Ha
E_HOMO	-9.95	eV



6.
The following is a quantum chemistry calculation of C3H7NO2 in the gas phase, from the Open Molecules 2025 dataset.

Geometry as XYZ:
```
13
C3H7NO2 ωB97M-V/def2-TZVPD
C 2.034 0.148 -0.182
N 0.638 -0.206 -0.305
C -0.281 0.100 0.650
O -0.044 0.775 1.639
C -1.667 -0.455 0.334
O -2.248 0.162 -0.799
H 2.391 0.679 -1.070
H 2.126 0.800 0.688
H 2.655 -0.741 -0.024
H 0.332 -0.805 -1.055
H -2.281 -0.361 1.237
H -1.581 -1.516 0.075
H -1.988 1.090 -0.822
```

net charge	0
energy above the lowest of the compared OMol25 structures with the same formula, charge and spin	93.55	kJ/mol
structure (SMILES)	CNC(=O)CO
E_LUMO	0.763	eV
HOMO-LUMO gap	0.3884	Ha
E_HOMO	-9.81	eV



7.
The following is a quantum chemistry calculation of 2 unconnected molecules or ions with the total composition C3H7NO2, from the Open Molecules 2025 dataset.

Geometry as XYZ:
```
13
C3H7NO2 ωB97M-V/def2-TZVPD
C -2.271 -0.960 0.083
C -1.398 -1.074 1.115
O -1.898 -0.775 2.394
H -3.043 -0.279 0.270
H -1.822 -1.129 -1.012
H -0.387 -1.472 1.061
H -1.093 -0.589 2.922
C 1.762 0.792 -1.657
N 2.439 1.416 -0.686
O 1.666 -0.352 -1.987
H 0.759 1.370 -2.132
H 3.275 0.973 -0.378
H 2.013 2.081 0.008
```

net charge	0
energy above the lowest of the compared OMol25 structures with the same formula, charge and spin	307.93	kJ/mol
structure (SMILES)	C=CO.NC=O
E_LUMO	0.518	eV
HOMO-LUMO gap	0.3523	Ha
E_HOMO	-9.07	eV



8.
The following is a quantum chemistry calculation of C3H7NO2 in the gas phase, from the Open Molecules 2025 dataset.

Geometry as XYZ:
```
13
C3H7NO2 ωB97M-V/def2-TZVPD
C 0.057 0.024 0.616
C 1.424 -0.180 0.046
C -0.910 -1.033 -0.254
H -0.673 0.927 -0.833
H -1.270 1.643 0.621
H 0.098 0.028 1.663
H -0.547 -1.264 -1.374
H -1.114 -1.945 0.320
H -1.966 -0.740 -0.569
H 1.327 1.573 -0.348
N -0.368 1.342 0.157
O 1.900 -1.294 0.229
O 2.041 0.921 -0.275
```

net charge	0
energy above the lowest of the compared OMol25 structures with the same formula, charge and spin	228.26	kJ/mol
structure (SMILES)	C[C@H](N)C(=O)O
E_LUMO	0.607	eV
HOMO-LUMO gap	0.3876	Ha
E_HOMO	-9.94	eV



9.
The following is a quantum chemistry calculation of a molecular structure, C3H7NO2, from the Open Molecules 2025 dataset.

Geometry as XYZ:
```
13
C3H7NO2 ωB97M-V/def2-TZVPD
O 0.914 -0.498 -1.459
C 1.468 0.184 -0.430
C 0.528 0.953 0.455
O -0.644 0.212 1.335
C -1.484 -0.571 0.722
N -1.334 -0.985 -0.486
H -0.236 -0.774 -1.089
H 2.278 -0.334 0.127
H 1.926 1.204 -0.674
H 1.085 1.470 1.242
H -0.079 1.618 -0.166
H -2.376 -0.882 1.285
H -2.044 -1.597 -0.864
```

net charge	0
energy above the lowest of the compared OMol25 structures with the same formula, charge and spin	276.47	kJ/mol
E_LUMO	0.718	eV
HOMO-LUMO gap	0.3512	Ha
E_HOMO	-8.84	eV



10.
The following is a quantum chemistry calculation of C3H7NO2 in the gas phase, from the Open Molecules 2025 dataset.

Geometry as XYZ:
```
13
C3H7NO2 ωB97M-V/def2-TZVPD
C -1.372 -0.641 0.174
N -0.100 1.421 0.400
C -0.082 0.116 -0.023
C 1.028 -0.496 -0.510
O 1.216 2.141 0.248
O 1.197 -1.830 -0.704
H 1.687 2.057 1.097
H 0.398 -2.308 -0.432
H -0.758 2.007 -0.118
H 1.923 0.030 -0.816
H -1.525 -1.414 -0.586
H -2.230 0.035 0.108
H -1.384 -1.117 1.161
```

net charge	0
energy above the lowest of the compared OMol25 structures with the same formula, charge and spin	350.40	kJ/mol
structure (SMILES)	C/C(=C\O)NO
E_LUMO	0.813	eV
HOMO-LUMO gap	0.3114	Ha
E_HOMO	-7.66	eV



11.
The following is a quantum chemistry calculation of C3H7NO2 in the gas phase, from the Open Molecules 2025 dataset.

Geometry as XYZ:
```
13
C3H7NO2 ωB97M-V/def2-TZVPD
C 0.254 0.065 0.261
C 0.479 1.456 -0.464
O 1.867 1.803 -0.268
C -0.625 -1.014 -0.421
N -1.347 -1.972 0.500
O -0.460 -1.288 -1.538
H 1.144 -0.596 0.264
H -0.185 0.417 1.178
H -0.179 2.219 0.027
H 0.319 1.335 -1.478
H 2.063 1.918 0.629
H -1.557 -2.901 0.098
H -1.772 -1.441 1.212
```

net charge	0
energy above the lowest of the compared OMol25 structures with the same formula, charge and spin	194.78	kJ/mol
structure (SMILES)	NC(=O)CCO
E_LUMO	0.749	eV
HOMO-LUMO gap	0.3916	Ha
E_HOMO	-9.91	eV



12.
The following is a quantum chemistry calculation of a molecular structure, C3H7NO2, from the Open Molecules 2025 dataset.

Geometry as XYZ:
```
13
C3H7NO2 ωB97M-V/def2-TZVPD
C 2.155 0.198 -0.193
O 0.855 -0.394 -0.328
C -0.095 0.086 0.438
O 0.134 0.978 1.348
C -1.493 -0.143 0.335
N -2.153 -0.619 -0.837
H 2.715 -0.108 -1.077
H 2.638 -0.173 0.713
H 2.068 1.285 -0.138
H -1.073 1.069 1.185
H -1.888 -0.563 1.266
H -1.958 -0.040 -1.644
H -1.904 -1.575 -1.069
```

net charge	0
energy above the lowest of the compared OMol25 structures with the same formula, charge and spin	390.56	kJ/mol
E_LUMO	0.798	eV
HOMO-LUMO gap	0.3275	Ha
E_HOMO	-8.11	eV